1.
{"formula": "C2H10N3S2", "method": "wB97M-V/def2-TZVPD", "homo_ev": -11.970, "charge": 1, "lumo_ev": -4.679, "e_above_lowest_ev": 1.807, "multiplicity": 1, "symbols": ["C", "S", "S", "H", "H", "H", "H", "N", "C", "N", "N", "H", "H", "H", "H", "H", "H"], "xyz": [[-1.43073, -0.06647, 1.79847], [-2.24507, 0.54049, 0.26153], [-0.95932, 1.82921, -0.73139], [-0.99017, -1.04259, 1.61324], [-2.25752, -0.16681, 2.49512], [-0.71901, 0.68379, 2.12785], [-0.34759, 2.39050, 0.32521], [0.80369, -0.84444, -0.88613], [1.85510, -1.32413, -0.34678], [3.03886, -1.29519, -1.11337], [1.88823, -1.60172, 1.01131], [-0.03969, -0.73708, -0.32041], [0.86288, -0.18401, -1.65897], [3.48124, -2.19156, -1.29809], [3.71555, -0.76256, -0.56812], [2.43148, -2.44536, 1.17333], [2.27000, -0.87882, 1.61259]]}


2.
{"formula": "C3H3NaO4", "method": "wB97M-V/def2-TZVPD", "s2": 0.75, "homo_ev": [-15.343, -15.241], "charge": 1, "lumo_ev": [-4.360, -7.268], "e_above_lowest_ev": 0.825, "multiplicity": 2, "symbols": ["C", "C", "O", "O", "H", "H", "Na", "O", "O", "C", "H"], "xyz": [[0.59172, -0.70064, -1.54841], [0.14727, 0.62147, -0.97692], [0.32971, 0.74175, 0.38060], [1.19197, -1.51451, -0.87823], [0.49255, -0.82345, -2.64310], [0.66768, 1.45883, -1.48172], [1.30438, -1.69317, 1.44364], [-1.76599, 1.35473, 2.56123], [-0.80751, -0.65051, 2.32545], [-1.22783, 0.42621, 2.04044], [-0.92396, 0.77928, -1.22299]]}


3.
{"formula": "C4H12N2O", "method": "wB97M-V/def2-TZVPD", "s2": 0.76, "homo_ev": [-13.450, -13.357], "charge": 1, "lumo_ev": [-4.112, -7.780], "e_above_lowest_ev": 1.212, "multiplicity": 2, "symbols": ["C", "C", "C", "C", "N", "N", "H", "H", "H", "H", "H", "H", "H", "H", "H", "H", "H", "H", "O"], "xyz": [[1.78793, 1.07811, -0.82062], [0.86790, 1.77678, 0.20938], [-0.60564, 1.82028, 0.20885], [-1.32009, 1.06724, 1.10640], [-2.67991, 0.93763, 1.11028], [1.56718, -0.33028, -1.11805], [1.72285, 1.58735, -1.79085], [2.81924, 1.27110, -0.53658], [1.26176, 2.81096, 0.27708], [1.28300, 1.40397, 1.15821], [-1.14258, 2.48547, -0.46992], [-0.74373, 0.73575, 1.97560], [-2.89117, 0.18643, 1.77292], [-3.01170, 0.62781, 0.19170], [0.61351, -0.49387, -1.41771], [1.78149, -0.81476, -0.25486], [-0.81616, -4.90917, -1.01066], [-0.02491, -6.02496, -0.41468], [-0.46899, -5.21584, -0.17647]]}


4.
{"formula": "C3HFMnO2", "method": "wB97M-V/def2-TZVPD", "s2": 12.01, "homo_ev": [-10.788, -13.519], "charge": 1, "lumo_ev": [-6.927, -6.920], "multiplicity": 7, "symbols": ["H", "O", "O", "C", "C", "C", "F", "Mn"], "xyz": [[-1.61438, -0.90708, 1.15265], [0.43331, -1.01383, 0.51801], [0.37495, 0.93690, -0.57461], [-0.87946, -0.61433, 0.39646], [-0.87048, 0.55991, -0.23560], [1.22902, -0.09140, -0.14977], [-1.83799, 1.28553, -0.73559], [3.16503, -0.15570, -0.37155]]}


5.
{"formula": "C5H11N2O", "method": "wB97M-V/def2-TZVPD", "homo_ev": -13.438, "charge": 1, "lumo_ev": -4.171, "e_above_lowest_ev": 2.978, "multiplicity": 1, "symbols": ["C", "C", "C", "C", "C", "N", "N", "O", "H", "H", "H", "H", "H", "H", "H", "H", "H", "H", "H"], "xyz": [[-2.25883, -0.96386, -0.87585], [-1.02536, -0.47168, -0.67086], [0.03152, -1.29440, 0.10781], [1.47440, -0.83448, -0.17755], [2.59036, -1.60998, 0.33696], [-3.41461, -1.01634, -0.96266], [-1.49409, 2.23311, 0.21142], [1.56346, 0.15788, -0.89534], [-0.58446, -0.21964, -1.67558], [-1.19972, 0.47324, -0.11550], [-0.06030, -1.26352, 1.18361], [0.04579, -2.34802, -0.16752], [2.23341, -2.68017, 0.50624], [2.93335, -1.16782, 1.26244], [3.42858, -1.52248, -0.37254], [-4.13168, -1.21531, -1.60990], [-1.69822, 2.83862, -0.61351], [-0.55412, 2.68111, 0.34262], [-2.04554, 2.58232, 0.99418]]}


6.
{"formula": "C4H15NNb", "method": "wB97M-V/def2-TZVPD", "homo_ev": -4.411, "charge": -1, "lumo_ev": 2.895, "multiplicity": 1, "symbols": ["C", "C", "Nb", "C", "C", "N", "H", "H", "H", "H", "H", "H", "H", "H", "H", "H", "H", "H", "H", "H", "H"], "xyz": [[2.62725, 1.03381, -0.44073], [1.85040, 0.14461, 0.71106], [0.33708, -1.30259, -0.19869], [-1.37933, -0.40386, 1.00506], [-2.17874, 0.82320, 0.26770], [-2.60151, 0.54986, -1.15873], [2.27719, 0.74012, -1.52240], [3.78384, 0.86398, -0.28548], [2.42128, 2.17200, -0.16914], [1.27876, 0.86892, 1.46601], [2.62643, -0.49148, 1.35584], [0.65465, -2.41584, 1.23810], [-0.88039, -2.50425, -0.88911], [-0.01665, -0.17907, -1.61633], [1.62462, -2.19760, -1.16208], [-2.12091, -1.23969, 1.41418], [-0.88732, 0.06499, 1.98645], [-3.18759, 0.98568, 0.88493], [-1.54081, 1.80498, 0.37274], [-2.58548, -0.46401, -1.40471], [-2.10276, 1.14622, -1.85467]]}


Record-wise max |F| values, in eV Å⁻¹: 2.16; 7.34; 3.10; 2.23; 4.29; 2.54